# 1
A molecular structure, C26H43BrN6P2W in a non-equilibrium geometry. Source: the Open Molecules 2025 dataset; level of theory: ωB97M-V with the def2-TZVPD basis set.

Summary:
Kohn-Sham gap (alpha / beta)   4.880 / 5.376 eV
<S²>   2.273
E_HOMO (alpha / beta)   -0.701 / -0.722 Ha
Max |F|   3.070 eV/Å
Energy above the lowest of the compared OMol25 structures with the same formula, charge and spin   1.9 kcal per mole

Structure (ORCA input):
```
! wB97M-V def2-TZVPD RIJCOSX def2/J DEFGRID3
* xyz 4 3
N 4.5219 -2.5790 5.3277
C 3.1872 -2.4856 5.4039
C 2.4349 -1.8218 4.4145
C 3.1188 -1.3215 3.2649
C 4.5386 -1.4279 3.2110
C 5.1839 -2.0900 4.2679
C 2.4156 -0.8192 2.0848
W 1.1612 -0.5502 -0.0486
P 0.1854 -0.6378 -3.2646
C 2.9654 -1.0978 0.7792
C 2.3617 -2.2989 0.1166
C 2.8328 -2.6933 -1.1548
C 2.3655 -3.9292 -1.6469
C 1.2342 -4.6097 -1.1097
C 0.4997 -3.9413 -0.1112
C 1.1192 -2.8526 0.6415
Br 0.6731 -6.1302 -1.9980
H 1.4123 -0.4234 2.2755
H 3.9450 -0.7650 0.4189
H 1.3587 -1.6464 4.5613
H 5.1162 -0.9559 2.4048
H 2.6960 -2.9290 6.2877
H 6.2775 -2.2085 4.2421
H 3.6235 -2.0729 -1.5858
H 0.9448 -2.7169 1.7223
H 2.9214 -4.3694 -2.4769
H -0.5689 -4.1552 0.0447
P 2.3009 1.4339 0.1657
C -0.4386 -2.3528 -3.4585
C -0.4707 -2.6972 -4.9594
H -1.4290 -2.4327 -2.9875
H 0.2302 -3.0330 -2.9037
H -0.8607 -3.7139 -5.1096
H -1.1337 -2.0036 -5.4926
H 0.5283 -2.6296 -5.4110
C 1.9322 -0.8670 -3.2315
C 2.6684 -0.6872 -4.5682
H 2.0057 -1.9193 -2.9115
H 2.3554 -0.2017 -2.4573
H 3.7418 -0.7634 -4.3847
H 2.3989 -1.4767 -5.2714
H 2.4622 0.2777 -5.0406
C -0.7754 0.1672 -2.0167
C -2.0845 0.6318 -2.7307
H -0.2472 1.0557 -1.6029
H -0.9532 -0.6278 -1.2464
H -2.6255 1.3994 -2.1482
H -1.8110 1.0832 -3.6966
H -2.7603 -0.2165 -2.9429
C 0.9754 2.6815 -0.0139
C 1.5315 4.1102 -0.0832
H 0.2847 2.5849 0.8414
H 0.3839 2.4728 -0.9169
H 1.9553 4.4308 0.8776
H 2.3024 4.2022 -0.8557
H 0.7098 4.7914 -0.3405
C 3.6592 1.6072 -1.0924
C 5.1317 1.3658 -0.7173
H 3.5163 2.6207 -1.4917
H 3.4330 0.9285 -1.9225
H 5.5113 2.0784 0.0203
H 5.3283 0.3524 -0.3492
H 5.7281 1.4775 -1.6326
C 3.2396 1.9416 1.6508
C 2.4583 2.1379 2.9433
H 3.7681 2.8574 1.3644
H 4.0184 1.1868 1.8124
H 2.3170 1.1947 3.4777
H 3.0198 2.8035 3.6125
H 1.4720 2.5782 2.7808
N -1.7959 -0.2362 4.3382
N -1.7149 -0.3162 2.9489
N -2.4327 0.5097 2.1468
C -1.7324 0.4287 1.0033
N -0.5517 -0.2223 1.1581
N -0.5745 -0.7542 2.4202
H -1.4693 -1.1053 4.7645
H -2.7417 0.0017 4.6459
H -2.0492 0.8632 0.0589
*
```



# 2
A molecular structure, C31H37N6O7P2Zr in a non-equilibrium geometry. Source: the Open Molecules 2025 dataset; level of theory: ωB97M-V with the def2-TZVPD basis set.

Summary:
Kohn-Sham gap   7.509 eV
E_HOMO   -0.361 Ha
Max |F|   1.171 eV/Å

Structure (ORCA input):
```
! wB97M-V def2-TZVPD RIJCOSX def2/J DEFGRID3
* xyz 1 1
Zr 0.5454 0.4443 0.0607
C 2.0255 -6.7427 1.1851
C 2.0312 -5.2589 0.9557
C 3.2088 -4.5195 0.9720
C 3.2110 -3.1664 0.7138
C 2.0346 -2.4406 0.4573
N 2.0547 -1.0779 0.1984
C 3.2670 -0.3673 0.3902
C 3.9601 -0.3565 1.6034
C 5.0979 0.4041 1.7779
C 5.5844 1.2257 0.7607
C 6.7916 2.0925 0.9698
C 4.8842 1.2558 -0.4358
C 3.7596 0.4617 -0.6204
N 3.0726 0.5652 -1.8682
C 3.5973 0.7389 -3.0946
C 2.5577 0.8148 -3.9941
C 1.4064 0.6923 -3.2133
N 1.7222 0.5247 -1.9354
C 0.8544 -3.2026 0.4162
C 0.8677 -4.5758 0.6511
N -0.4226 -2.6288 0.0574
C -1.6200 -3.2402 0.0853
C -2.5303 -2.4757 -0.6143
C -1.7959 -1.3837 -1.0461
N -0.5270 -1.4589 -0.6324
H 2.8523 -7.0415 1.8267
H 1.1008 -7.0702 1.6575
H 2.1267 -7.2869 0.2449
H 4.1497 -5.0149 1.1733
H 4.1545 -2.6433 0.7038
H 3.5857 -0.9671 2.4148
H 5.6138 0.3751 2.7287
H 7.4355 1.6874 1.7486
H 7.3820 2.1789 0.0584
H 6.5024 3.1003 1.2719
H 5.2024 1.9190 -1.2292
H 4.6630 0.7739 -3.2306
H 2.6232 0.9401 -5.0577
H 0.3710 0.7218 -3.5092
H -0.0449 -5.1442 0.5664
H -1.7536 -4.1760 0.5918
H -3.5725 -2.6831 -0.7692
H -2.1158 -0.5210 -1.6109
C -0.0783 4.5697 1.4350
C -0.5943 3.1525 1.6567
O -1.7704 3.1930 2.4693
P 0.6697 2.0871 2.5086
O 0.0769 2.0868 4.0160
O 2.0543 2.7527 2.9150
O 0.6110 0.5919 2.1257
P -1.5408 2.5221 0.0850
O 1.5947 2.1313 0.6152
O -1.7952 0.9393 0.7462
O -0.5241 1.9282 -0.9807
H 0.0801 5.0638 2.3979
H -0.8205 5.1466 0.8809
H 0.8666 4.6164 0.9002
H -1.6720 3.8644 3.1561
H -0.7628 1.6130 4.0867
H 2.0828 2.8571 3.8786
H 1.7106 2.9449 0.1221
C -6.5036 0.4923 0.2289
N -5.4081 1.3892 -0.0781
C -4.5147 0.8104 -1.0567
C -4.7094 1.9014 1.0907
C -3.9690 0.8580 1.9111
C -4.6889 0.2172 2.9221
C -4.1683 -0.8076 3.6924
C -2.8700 -1.2288 3.4561
C -2.1154 -0.6063 2.4756
C -2.6553 0.4283 1.7246
H -7.0682 0.2925 -0.6816
H -7.1781 0.9592 0.9468
H -6.1755 -0.4748 0.6408
H -5.0674 0.5707 -1.9656
H -4.0336 -0.1181 -0.6982
H -3.7350 1.5271 -1.3247
H -5.4464 2.3707 1.7469
H -4.0478 2.6974 0.7580
H -5.7018 0.5549 3.1023
H -4.7687 -1.2681 4.4627
H -2.4332 -2.0306 4.0349
H -1.0931 -0.9230 2.3041
*
```



# 3
A molecular structure, C16H35AuN2O4S2Si. Source: the Open Molecules 2025 dataset; level of theory: ωB97M-V with the def2-TZVPD basis set.

Summary:
Kohn-Sham gap (alpha / beta)   8.615 / 6.037 eV
<S²>   2.013
E_HOMO (alpha / beta)   -0.305 / -0.329 Ha
Max |F|   0.404 eV/Å
Energy above the lowest of the compared OMol25 structures with the same formula, charge and spin   4.6 kcal per mole

Structure (ORCA input):
```
! wB97M-V def2-TZVPD RIJCOSX def2/J DEFGRID3
* xyz 0 3
Au -0.2108 0.5295 -1.4890
O -3.2916 2.5411 -0.1093
S -2.9897 1.6122 -1.1559
O -4.0267 1.3786 -2.1317
O -1.7025 2.0983 -1.9063
O -2.4434 0.3114 -0.6139
S -0.6187 -0.6936 -3.6411
C -1.9073 -1.5993 -2.9276
N -1.6361 -2.6862 -2.2040
C -2.6328 -3.4576 -1.4737
C -3.9823 -3.3010 -2.1518
C -4.2641 -1.8287 -2.3867
N -3.1639 -1.2413 -3.1323
H -0.6580 -2.8880 -2.0832
H -2.6756 -3.1096 -0.4378
H -2.3162 -4.5009 -1.4700
H -4.7594 -3.7297 -1.5195
H -3.9867 -3.8400 -3.1009
H -4.3736 -1.2925 -1.4420
H -5.1753 -1.6859 -2.9653
H -3.2885 -0.2908 -3.4342
C 3.2266 0.5246 -1.4465
C 2.8174 -0.0208 -0.0686
C 3.9399 0.3183 0.9255
C 2.7531 -1.5468 -0.2145
Si 1.1263 0.6982 0.5441
C 0.2319 -0.4376 1.8093
C 1.2184 -0.8947 2.8972
C -0.9390 0.2840 2.4903
C -0.3611 -1.6853 1.1355
C 1.2030 2.5425 1.0549
C 1.7502 2.6670 2.4875
C 2.1172 3.3536 0.1278
C -0.1815 3.2030 0.9930
H 4.1932 0.0887 -1.7199
H 3.3351 1.6058 -1.4724
H 2.5153 0.2370 -2.2244
H 4.8673 -0.1630 0.5979
H 3.7281 -0.0347 1.9372
H 4.1323 1.3918 0.9763
H 3.7052 -1.9027 -0.6199
H 1.9677 -1.8503 -0.9127
H 2.5908 -2.0598 0.7350
H 1.6705 -0.0546 3.4303
H 2.0227 -1.5161 2.4985
H 0.6780 -1.4965 3.6355
H -0.6099 1.1108 3.1211
H -1.4545 -0.4318 3.1392
H -1.6628 0.6586 1.7690
H 0.3844 -2.2969 0.6240
H -1.1393 -1.4058 0.4227
H -0.8256 -2.3095 1.9069
H 2.7256 2.1910 2.6134
H 1.0668 2.2451 3.2269
H 1.8694 3.7283 2.7278
H 3.1655 3.0596 0.1997
H 2.0542 4.4076 0.4139
H 1.8050 3.2821 -0.9166
H -0.9300 2.7140 1.6099
H -0.5687 3.2338 -0.0220
H -0.0856 4.2355 1.3433
*
```



# 4
C6H9N3O in the gas phase in a non-equilibrium geometry. Source: the Open Molecules 2025 dataset; level of theory: ωB97M-V with the def2-TZVPD basis set.

Summary:
Kohn-Sham gap (alpha / beta)   9.413 / 7.167 eV
<S²>   2.027
E_HOMO (alpha / beta)   -0.324 / -0.378 Ha
Max |F|   5.773 eV/Å
Energy above the lowest of the compared OMol25 structures with the same formula, charge and spin   11.0 kcal per mole

Structure (ORCA input):
```
! wB97M-V def2-TZVPD RIJCOSX def2/J DEFGRID3
* xyz 0 3
C 2.1642 -2.3211 0.0699
C 0.8716 -0.8916 1.5561
C -0.8834 -0.8495 -0.9370
C -0.5838 0.3978 -0.0598
C 0.5040 1.0827 -0.8940
C -1.8326 1.3173 -0.0729
N 2.9149 -2.9129 -0.6076
N -0.0811 0.0211 1.2185
N 1.1562 -1.9310 0.6769
O 1.3157 -0.8664 2.6812
H -1.1863 -1.7410 -0.3398
H -0.4277 -0.9617 -1.8425
H 0.3931 1.1426 -2.0559
H 1.5840 0.7102 -0.7109
H 0.6297 2.1958 -0.5080
H -1.5880 2.0624 0.7904
H -2.7798 0.9712 0.2368
H -1.9669 1.7299 -0.9854
H -0.2038 0.8443 1.7838
*
```